(1)
Here is a single C7H9N3 molecule at a distorted geometry from OMol25. Energies are from wB97M-V/def2-TZVPD.

CARTESIAN COORDINATES (ANGSTROEM)
C (-1.4910, 0.8461, 1.0276)
C (-1.4476, -1.1096, -0.2971)
C (-0.3890, -1.8307, 0.1329)
C (-1.4461, 0.3571, -0.3329)
C (0.6986, -1.0454, 0.7329)
C (-0.0210, 0.7368, -0.6723)
C (0.8261, 0.2380, 0.4589)
N (-1.4951, 1.3130, 2.0650)
N (0.5001, 0.1637, -1.9853)
N (1.6898, 1.2408, 0.9590)
H (-2.2416, -1.5930, -0.7153)
H (-0.4000, -2.9369, -0.0254)
H (-2.1363, 0.7624, -1.0038)
H (1.3094, -1.6576, 1.3595)
H (0.0832, 1.7701, -0.7210)
H (0.6936, -0.8412, -1.7347)
H (1.3836, 0.4863, -2.1463)
H (2.2830, 0.8728, 1.7704)
H (1.6004, 2.2272, 1.1278)

Summary:
* SMILES: N#C[C@@H]1C=CC=C(N)[C@H]1N
* E_LUMO: 0.901 eV
* HOMO energy: -8.097 eV
* Kohn-Sham gap: 8.9980 eV
* energy above the lowest of the compared OMol25 structures with the same formula, charge and spin: 262.1 kJ/mol
* total charge: 0

=====

(2)
Here is a single C7H9N3 molecule at a distorted geometry from OMol25. Energies are from wB97M-V/def2-TZVPD.

CARTESIAN COORDINATES (ANGSTROEM)
C (-1.7994, 1.2759, -0.7949)
C (1.5474, -0.3387, -1.2775)
C (-0.5614, 0.8289, -1.2472)
C (0.4567, 0.2598, -0.5300)
C (-0.4128, 1.1050, -2.7550)
C (1.4777, -0.7741, 1.5163)
C (-0.8203, -0.0224, 1.5141)
N (-2.7787, 1.7788, -0.4918)
N (2.2610, -0.9741, -1.8828)
N (0.3159, -0.2362, 0.7561)
H (-1.1973, 1.6940, -3.1652)
H (-0.4753, 0.1031, -3.2577)
H (0.5083, 1.3193, -3.0766)
H (1.1485, -0.7322, 2.5354)
H (1.6920, -1.8649, 1.4175)
H (2.3635, -0.2278, 1.2649)
H (-0.5035, 0.0700, 2.5143)
H (-1.3197, 0.9846, 1.4306)
H (-1.5249, -0.9199, 1.4950)

Summary:
* SMILES: C/C(C#N)=C(\C#N)N(C)C
* E_LUMO: -0.105 eV
* HOMO energy: -8.471 eV
* Kohn-Sham gap: 8.3663 eV
* energy above the lowest of the compared OMol25 structures with the same formula, charge and spin: 287.5 kJ/mol
* total charge: 0

=====

(3)
Here is a single C7H9N3 molecule at a distorted geometry from OMol25. Energies are from wB97M-V/def2-TZVPD.

CARTESIAN COORDINATES (ANGSTROEM)
C (-1.9835, -2.0050, 0.3154)
C (-0.8140, -1.7774, 1.0542)
C (-0.9957, -0.3706, -0.7103)
C (-0.4764, 0.4925, -1.6193)
C (0.7658, 1.1080, -1.6272)
C (0.8530, 2.3738, -1.9713)
C (1.1485, -0.0509, 2.1069)
N (-2.1176, -1.2125, -0.7372)
N (-0.1857, -0.7645, 0.3997)
N (0.7583, 0.0137, 0.7686)
H (-2.6849, -2.7936, 0.5836)
H (-0.4851, -2.3585, 1.9231)
H (-1.1749, 0.7688, -2.4526)
H (1.6438, 0.6748, -1.3464)
H (-0.0447, 2.9234, -2.1806)
H (1.7795, 2.8529, -1.8417)
H (1.1901, 0.9973, 2.3013)
H (0.5628, -0.6443, 2.7620)
H (2.2607, -0.2280, 2.2720)

Summary:
* E_LUMO (spin up / spin down): -0.402 / -0.646 eV
* HOMO energy (spin up / spin down): -7.290 / -7.732 eV
* Kohn-Sham gap (spin up / spin down): 6.8883 / 7.0862 eV
* energy above the lowest of the compared OMol25 structures with the same formula, charge and spin: 463.9 kJ/mol
* total charge: 0

=====

(4)
Here is a single C7H9N3 molecule from OMol25. Energies are from wB97M-V/def2-TZVPD.

CARTESIAN COORDINATES (ANGSTROEM)
C (-0.2927, -2.3638, 1.4012)
C (0.2975, -1.1247, 1.6778)
C (-0.4502, -1.2353, -0.4059)
C (-1.0628, -0.7865, -1.5365)
C (-0.9855, 0.5215, -2.0940)
C (0.0901, 1.3195, -2.0970)
C (1.0297, 1.5864, 1.3541)
N (-0.7277, -2.4345, 0.1622)
N (0.2804, -0.4253, 0.5276)
N (0.7319, 0.7461, 0.2376)
H (-0.4053, -3.1895, 2.0810)
H (0.7752, -0.7842, 2.5725)
H (-1.7958, -1.4682, -1.9463)
H (-1.9123, 0.8841, -2.5240)
H (1.0749, 0.9730, -1.8649)
H (0.0048, 2.3273, -2.4718)
H (1.9648, 1.2848, 1.8432)
H (1.1519, 2.5978, 0.9730)
H (0.2312, 1.5715, 2.1102)

Summary:
* E_LUMO (spin up / spin down): -0.615 / -0.579 eV
* HOMO energy (spin up / spin down): -7.648 / -7.538 eV
* Kohn-Sham gap (spin up / spin down): 7.0337 / 6.9593 eV
* energy above the lowest of the compared OMol25 structures with the same formula, charge and spin: 391.1 kJ/mol
* total charge: 0

=====

(5)
Here is a molecular structure, C7H9N3 at a distorted geometry from OMol25. Energies are from wB97M-V/def2-TZVPD.

CARTESIAN COORDINATES (ANGSTROEM)
C (-0.9286, -0.5814, -1.6202)
C (1.0087, 0.7048, 1.8136)
C (-0.0606, -0.1641, -0.6913)
C (1.9047, 0.0354, -0.4286)
C (-2.3502, -0.7605, -0.9267)
C (2.1726, 0.8232, 0.7820)
C (-2.1650, -0.0289, 0.3480)
N (-0.2306, 0.4626, 1.6675)
N (2.6045, -0.4432, -1.3388)
N (-0.7358, 0.0926, 0.5424)
H (-0.5901, -0.9032, -2.6530)
H (1.2089, 0.9602, 2.8849)
H (-3.2632, -0.3697, -1.5184)
H (-2.4737, -1.7967, -0.9109)
H (2.4386, 1.8628, 0.6275)
H (3.0539, 0.4647, 1.2542)
H (-2.7079, 0.8708, 0.3343)
H (-2.5434, -0.6999, 1.0952)
H (3.6571, -0.5296, -1.2615)

Summary:
* E_LUMO: 0.886 eV
* HOMO energy: -7.346 eV
* Kohn-Sham gap: 8.2325 eV
* energy above the lowest of the compared OMol25 structures with the same formula, charge and spin: 476.8 kJ/mol
* total charge: 0

=====

(6)
Here is a single C7H9N3 molecule at a distorted geometry from OMol25. Energies are from wB97M-V/def2-TZVPD.

CARTESIAN COORDINATES (ANGSTROEM)
C (1.8004, 1.3781, 0.4491)
C (0.4144, -1.6144, -0.4944)
C (2.8779, 0.6633, -0.0423)
C (1.6732, -1.1762, -0.3456)
C (0.5576, 0.9281, 0.7517)
C (-0.5774, -1.5961, 0.6249)
C (-1.4958, -0.2192, 0.5814)
N (2.7734, -0.6565, -0.2470)
N (-0.5903, 0.8145, 0.2786)
N (-1.0215, 1.5665, -0.8951)
H (1.9936, 2.4273, 0.7859)
H (0.1506, -1.7350, -1.4684)
H (3.9050, 1.0481, -0.1211)
H (-0.9803, -2.5790, 0.5960)
H (0.0085, -1.5696, 1.6145)
H (-2.3249, -0.3050, -0.0883)
H (-1.8991, -0.1083, 1.5430)
H (-0.3426, 2.4991, -1.0064)
H (-0.8586, 1.1604, -1.8234)

Summary:
* E_LUMO (spin up / spin down): 0.910 / -0.898 eV
* HOMO energy (spin up / spin down): -5.228 / -8.569 eV
* Kohn-Sham gap (spin up / spin down): 6.1383 / 7.6703 eV
* multiplicity: 3
* energy above the lowest of the compared OMol25 structures with the same formula, charge and spin: 405.4 kJ/mol
* expectation value of S²: 2.052
* total charge: 0